# 1
The following is a quantum chemistry calculation of one molecule with the formula C5H9NOS, from the Open Molecules 2025 dataset.

```
17
Properties=species:S:1:pos:R:3:nbo_charge:R:1
C 2.37767 0.05871 1.11321 -0.6658
C 1.07313 0.84132 1.40485 -0.0901
S 1.04649 1.51292 2.89747 -0.0514
C -0.09353 0.74554 0.53440 -0.4259
C -0.49477 -0.18404 -0.47709 0.2772
N 0.25867 -1.02322 -1.19891 -0.8088
C -1.91939 -0.21827 -1.04545 -0.1164
O -2.73512 0.63291 -0.25125 -0.6807
H 2.05992 -1.09255 0.97597 0.1914
H 2.79415 0.36070 0.12348 0.2162
H 3.08320 0.22608 1.94230 0.2531
H -0.93233 1.43852 0.81755 0.2562
H -0.04201 -1.40750 -2.10196 0.4091
H 1.14673 -1.22024 -0.71773 0.4101
H -1.73576 -0.00087 -2.17947 0.1714
H -2.29988 -1.27660 -0.94290 0.1823
H -3.58718 0.60658 -0.89446 0.4721
```

Computed properties:
E_LUMO, eV: 0.022
E, a.u.: -724.01328
Maximum force, eV/A: 5.37
Charge: 0

=====

# 2
The following is a quantum chemistry calculation of one molecule with the formula C5H9NOSe, from the Open Molecules 2025 dataset.

```
17
Properties=species:S:1:pos:R:3:nbo_charge:R:1
C 2.13207 0.30916 0.25504 -0.3872
C 1.05340 0.43065 -0.50612 -0.0438
C 0.85179 -0.01180 -1.99428 -0.6354
C -0.05738 1.33869 0.04607 0.6339
O -0.17693 2.53355 -0.09266 -0.5960
N -1.05653 0.68417 0.67848 -0.6215
C -1.03189 -0.77835 1.08771 -0.3611
Se -2.57566 -1.80255 0.48359 0.0297
H 1.98042 0.44570 1.24340 0.1888
H 2.94094 -0.41112 0.11535 0.1982
H -0.13614 -0.19113 -2.03239 0.2100
H 1.47638 -0.97716 -2.02894 0.2223
H 1.17245 0.87039 -2.58074 0.2466
H -1.82306 1.15738 1.09950 0.4001
H -0.21179 -1.09291 0.57701 0.2201
H -0.92504 -0.86636 2.11771 0.2075
H -3.61304 -1.63832 1.53128 0.0878
```

Computed properties:
E_LUMO, eV: 0.570
E, a.u.: -2727.26699
Maximum force, eV/A: 5.50
Charge: 0

=====

Gap between HOMO and LUMO (eV)
7.8, 9.8